Below is C51H44N11O2SSiTi as an isolated structure at a distorted geometry, with properties calculated with ωB97M-V/def2-TZVPD.

Each line ends with the Mulliken charge.
Geometry (Å):
Ti1 -1.74 0.61 -0.82  -1.781
S1 -3.41 0.19 4.11  -0.406
Si1 1.61 -2.81 0.83  0.295
O1 2.37 -3.15 5.25  -0.583
O2 2.72 -1.42 6.58  -0.517
N1 -0.75 -0.57 -2.23  2.132
N2 -3.53 1.17 -1.36  2.003
N3 -1.44 2.37 -1.83  1.246
N4 0.18 -2.66 -0.17  0.235
N5 -1.10 3.28 3.35  -0.657
N6 -1.50 1.77 1.06  1.285
N7 0.41 0.83 -0.39  0.597
N8 7.19 2.62 -0.10  -0.641
N9 0.67 -1.88 -4.25  -0.569
N10 -3.04 -0.72 0.01  0.978
N11 -4.67 0.43 -1.15  -1.687
C1 2.17 1.98 0.70  -1.274
C2 -3.62 -2.66 1.29  -0.569
C3 0.61 -0.54 -2.29  -0.012
C4 0.84 1.64 0.59  0.252
C5 1.32 -1.28 -3.18  -1.021
C6 -4.94 -2.63 0.75  -0.829
C7 5.19 1.89 1.01  -0.420
C8 -3.76 2.46 -1.83  0.307
C9 1.60 -1.41 2.07  0.767
C10 1.53 -4.45 1.73  -1.297
C11 0.24 2.35 -3.58  0.131
C12 1.75 4.24 -2.23  -0.879
C13 -4.36 -0.61 -0.41  -0.060
C14 -1.26 -5.16 -3.11  -0.679
C15 1.26 0.35 -1.30  0.734
C16 -0.88 0.36 5.16  -1.213
C17 -1.34 -1.72 -2.87  -0.847
C18 -2.61 4.47 -2.52  -0.679
C19 -0.22 2.85 -2.37  -1.578
C20 -1.55 -1.82 4.40  -0.767
C21 -1.88 -0.45 4.58  -0.057
C22 0.66 -4.40 -1.81  -1.065
C23 -0.33 -2.33 4.78  -0.329
C24 -2.51 2.14 1.82  -0.569
C25 -0.25 2.11 1.46  -0.146
C26 -5.30 -1.63 -0.08  -0.857
C27 -1.44 -3.00 -1.93  2.838
C28 3.06 1.51 -0.25  1.203
C29 1.45 2.77 -4.11  -0.946
C30 -4.99 3.09 -1.97  -0.876
C31 6.53 2.25 1.00  -0.562
C32 0.13 -5.27 -2.67  -0.772
C33 -0.07 2.85 2.61  -0.033
C34 -2.73 -1.71 0.92  -0.805
C35 -0.59 -2.03 -4.15  -1.156
C36 1.95 -2.11 5.70  0.688
C37 -2.56 3.14 -2.09  0.753
C38 2.21 3.72 -3.43  -0.603
C39 -0.14 -3.31 -1.22  0.117
C40 0.34 -0.16 5.54  -0.686
C41 6.51 2.62 -1.24  -0.606
C42 2.60 0.69 -1.27  -1.162
C43 5.18 2.27 -1.34  -0.258
C44 -5.02 4.41 -2.40  -0.622
C45 0.64 -1.52 5.37  1.025
C46 3.22 -2.70 -0.17  -0.980
C47 -3.84 5.09 -2.68  -0.796
C48 0.54 3.81 -1.70  0.568
C49 -2.00 -4.11 -2.74  -0.755
C50 4.49 1.89 -0.19  -0.582
C51 -2.31 2.91 2.97  -0.904
H1 7.07 2.93 -2.12  0.392
H2 -5.65 -3.40 1.02  0.404
H3 -2.38 -1.48 -3.13  0.858
H4 0.72 -6.10 -3.05  0.440
H5 -1.14 -2.39 -5.01  0.483
H6 0.17 4.21 -0.77  0.562
H7 -2.16 -2.72 -1.16  -1.304
H8 4.71 1.59 1.93  0.430
H9 -1.69 5.00 -2.74  0.420
H10 2.34 4.98 -1.70  0.420
H11 0.60 -0.98 2.17  -0.521
H12 -3.14 3.22 3.58  0.442
H13 -0.35 1.60 -4.09  0.369
H14 -0.10 -3.38 4.62  0.392
H15 0.92 3.12 2.95  0.439
H16 3.16 4.06 -3.85  0.493
H17 1.80 2.36 -5.05  0.375
H18 -1.09 1.41 5.29  0.528
H19 1.68 -4.54 -1.46  0.280
H20 7.10 2.25 1.92  0.388
H21 -1.67 -5.94 -3.74  0.399
H22 1.08 0.52 5.94  0.263
H23 2.40 -1.30 -3.19  0.450
H24 -3.50 1.84 1.50  0.561
H25 3.28 0.32 -2.02  0.752
H26 -3.03 -4.02 -3.08  0.425
H27 4.67 2.30 -2.30  0.359
H28 3.63 -1.69 -0.12  0.140
H29 1.89 -1.77 3.05  0.010
H30 2.50 2.65 1.48  0.779
H31 -3.32 -3.42 2.00  0.499
H32 -6.30 -1.54 -0.50  0.555
H33 -1.71 -1.72 1.28  0.758
H34 2.29 -0.61 1.78  -0.178
H35 1.78 -5.29 1.08  0.301
H36 2.21 -0.68 6.94  0.329
H37 -2.31 -2.46 3.96  0.546
H38 2.22 -4.46 2.58  0.373
H39 3.97 -3.39 0.22  0.542
H40 0.52 -4.62 2.12  0.314
H41 -5.89 2.54 -1.74  0.476
H42 3.06 -2.93 -1.23  0.236
H43 -3.87 6.12 -3.02  0.382
H44 -5.97 4.92 -2.52  0.376

The calculation puts the relative energy (zero: lowest compared OMol25 entry of this formula, charge and spin) at 38.37 kJ/mol. As for the spin multiplicity: 1. Its net charge is -1. The calculation puts the HOMO energy at -4.271 eV. The HOMO-LUMO gap is 0.192 Eh. For the strongest force on any atom, the calculation gives 0.0240 Eh/bohr.